Record 1
{
  "formula": "C9H32N6O7",
  "method": "ωB97M-V with the def2-TZVPD basis set",
  "elements": ["C", "C", "O", "H", "H", "H", "H", "H", "H", "C", "C", "O", "H", "H", "H", "H", "H", "H", "C", "O", "N", "N", "H", "H", "H", "H", "C", "O", "N", "N", "H", "H", "H", "H", "C", "O", "N", "N", "H", "H", "H", "H", "C", "O", "H", "H", "H", "H", "C", "O", "H", "H", "H", "H"],
  "xyz": [[-0.8143, -3.9667, -1.7017], [-2.1003, -3.3247, -1.2027], [-2.2753, -2.0627, -1.7647], [-0.8713, -3.9027, -2.8037], [-0.7543, -5.0327, -1.4077], [-0.0133, -3.4567, -1.2157], [-2.1703, -3.1897, -0.1667], [-3.0383, -3.8647, -1.4907], [-3.1033, -1.6977, -1.4097], [2.4487, -2.0027, -1.9987], [2.6027, -0.4747, -2.1617], [1.4547, 0.1553, -1.8227], [2.3347, -2.3507, -0.9657], [3.3857, -2.5277, -2.2887], [1.6367, -2.4147, -2.6057], [2.7967, -0.1117, -3.1937], [3.3337, -0.0887, -1.4677], [1.6977, 1.1113, -1.7987], [3.1817, 2.8753, 1.2123], [3.5457, 1.5733, 0.8713], [3.3467, 3.3313, 2.3793], [2.5407, 3.6733, 0.4723], [3.6377, 2.6193, 2.9553], [2.7977, 3.9553, 2.9013], [2.3017, 3.3823, -0.4437], [2.1497, 4.6363, 0.7033], [0.1597, -0.9907, 1.6783], [0.2407, -1.1007, 3.0233], [-0.9593, -1.1297, 1.0023], [1.0117, -0.3637, 0.9273], [-1.7213, -1.6137, 1.4593], [-0.9383, -1.2487, -0.0157], [1.8797, -0.0537, 1.3663], [1.0397, -0.3777, -0.0917], [-0.9753, 2.5043, 0.8283], [-1.3593, 3.8363, 0.8043], [-1.7953, 1.5133, 0.9283], [0.2687, 2.1973, 0.8353], [-2.7673, 1.6023, 0.6803], [-1.3983, 0.5073, 1.0483], [1.0437, 2.9403, 0.7993], [0.5767, 1.2403, 0.8093], [-1.2683, 1.3853, -2.2077], [-0.7073, 1.3873, -3.4827], [-0.6133, 2.0793, -1.6907], [-1.1943, 0.4093, -1.7367], [-2.2843, 1.7183, -2.2597], [0.1587, 1.1993, -3.3117], [-2.8603, -0.6317, 3.4223], [-3.4143, -1.6537, 2.6103], [-1.9853, -0.9627, 3.9453], [-3.6023, -0.1827, 4.0973], [-2.5093, 0.1353, 2.7883], [-4.0783, -1.1897, 2.1593]],
  "forces_ev_per_angstrom": [[-1.6, -0.6, -0.1], [-1.7, -1.5, -1.1], [0.2, 2.0, -0.5], [0.7, 0.1, 0.5], [-0.2, 0.6, -0.1], [0.9, 0.4, -0.3], [0.4, -0.4, 1.9], [0.9, -0.5, 0.2], [0.4, -0.1, -0.4], [1.0, -0.2, -0.5], [2.0, -1.6, -0.9], [-3.0, 2.6, 0.9], [-0.3, 0.6, 0.0], [-0.5, 0.5, -0.2], [0.1, 0.2, 0.1], [0.7, -1.0, 0.3], [1.1, -0.2, -0.1], [-0.7, -0.9, 0.3], [2.1, -8.3, -2.0], [-1.7, 6.1, 1.0], [1.9, 0.5, 4.4], [-2.8, 4.9, -4.5], [1.2, -1.8, 1.8], [-1.0, 1.3, -0.2], [0.1, -0.1, -0.9], [1.1, -1.9, 0.0], [0.0, 0.2, 7.6], [-0.1, 0.1, -6.3], [-3.3, -2.4, -1.3], [4.8, 0.5, -0.5], [-0.1, -0.2, 0.1], [0.0, 0.1, 0.5], [0.0, -0.3, -0.2], [-0.2, -0.1, 0.1], [-2.6, 8.9, 0.2], [1.4, -5.7, -0.2], [-1.8, -4.1, 0.2], [5.2, 1.5, -0.2], [0.2, 0.4, 0.2], [-1.2, 2.3, -0.5], [-2.8, -1.8, 0.3], [-0.2, 0.1, 0.2], [0.9, 0.3, 0.4], [-3.3, 0.3, -2.0], [-0.7, 0.3, 1.1], [-0.2, -0.3, 0.1], [-0.5, 0.3, 0.1], [3.6, -1.0, 0.0], [-0.3, 0.4, 0.8], [1.1, -1.1, 0.8], [0.2, -0.6, 0.4], [0.1, -0.4, 0.0], [0.4, 1.2, -0.6], [-1.7, 0.5, -1.2]],
  "nbo_charge": [-0.635, -0.057, -0.734, 0.226, 0.224, 0.207, 0.154, 0.155, 0.470, -0.650, -0.070, -0.735, 0.215, 0.227, 0.220, 0.163, 0.186, 0.476, 0.759, -0.783, -0.783, -0.800, 0.405, 0.404, 0.410, 0.435, 0.760, -0.709, -0.867, -0.863, 0.435, 0.415, 0.441, 0.435, 0.754, -0.797, -0.850, -0.856, 0.403, 0.410, 0.396, 0.396, -0.240, -0.713, 0.158, 0.155, 0.183, 0.451, -0.276, -0.727, 0.225, 0.165, 0.168, 0.459],
  "homo_energy_ev": -8.59,
  "homo_lumo_gap_ev": 8.745,
  "total_charge": 0,
  "e_above_lowest_ev": 5.970,
  "multiplicity": 1
}

---

Record 2
{
  "formula": "C31H57F3N3O2",
  "method": "ωB97M-V with the def2-TZVPD basis set",
  "elements": ["C", "C", "N", "C", "C", "C", "C", "C", "C", "F", "F", "F", "C", "C", "C", "C", "C", "H", "H", "H", "H", "H", "H", "H", "H", "H", "H", "H", "H", "H", "H", "H", "H", "H", "H", "H", "H", "H", "C", "C", "C", "C", "C", "C", "N", "O", "C", "C", "C", "H", "H", "H", "H", "H", "H", "H", "H", "H", "H", "H", "H", "H", "H", "H", "H", "H", "H", "C", "C", "C", "C", "C", "C", "N", "O", "C", "C", "C", "H", "H", "H", "H", "H", "H", "H", "H", "H", "H", "H", "H", "H", "H", "H", "H", "H", "H"],
  "xyz": [[-0.2726, -0.4243, 1.7624], [0.1145, -0.2438, 0.4052], [-0.4987, 0.6951, -0.3711], [-0.3360, 0.7614, -1.6595], [-1.1670, 1.8931, -2.1550], [-2.3230, 2.0047, -1.0819], [-2.7396, 3.4835, -1.2171], [-3.9118, 3.9806, -0.3627], [-3.8452, 3.6265, 1.0840], [-4.7486, 4.3494, 1.7400], [-2.6882, 3.9161, 1.6322], [-4.1528, 2.3638, 1.3238], [-3.2959, 0.8599, -1.5299], [-4.5998, 1.3850, -2.1523], [-3.5848, -0.1881, -0.4099], [-5.0168, -0.7357, -0.3329], [-1.4085, 1.7191, 0.1326], [0.4120, -0.1475, 2.5560], [-1.2452, -0.8315, 1.9888], [0.8529, -0.8682, -0.0657], [0.2887, 0.0507, -2.1789], [-0.5214, 2.7818, -2.1024], [-1.4892, 1.8218, -3.1816], [-1.8813, 4.0944, -0.9541], [-2.9404, 3.6928, -2.2571], [-4.8807, 3.7086, -0.7469], [-3.8921, 5.0639, -0.3985], [-2.8263, 0.3128, -2.3340], [-5.2948, 1.7498, -1.4132], [-5.0250, 0.5938, -2.7488], [-4.3772, 2.1849, -2.8506], [-2.9494, -1.0503, -0.6113], [-3.3268, 0.1551, 0.5865], [-5.0305, -1.4922, 0.4406], [-5.6563, 0.0522, 0.0444], [-5.3862, -1.1229, -1.2689], [-0.7777, 2.6060, 0.1747], [-1.8696, 1.5566, 1.0894], [2.2770, -4.3131, -5.9243], [1.1545, -3.8146, -4.9780], [-0.2195, -4.1115, -5.5885], [-0.6297, -3.1580, -6.7097], [-0.4672, -1.7044, -6.2755], [0.9393, -1.3973, -5.7611], [1.3471, -2.3584, -4.6915], [0.7462, -2.0589, -3.5928], [1.9348, -1.4284, -6.9356], [0.9928, 0.0412, -5.2529], [1.3033, -4.6465, -3.7053], [3.1721, -3.6965, -5.8415], [2.5803, -5.3283, -5.6740], [1.9704, -4.3359, -6.9699], [-0.9816, -4.0624, -4.8033], [-0.2310, -5.1367, -5.9622], [-0.0479, -3.3559, -7.6133], [-1.6718, -3.3419, -6.9769], [-0.7027, -1.0418, -7.1109], [-1.2032, -1.4845, -5.4936], [2.9570, -1.2785, -6.5853], [1.7062, -0.6269, -7.6382], [1.9067, -2.3483, -7.5119], [0.2432, 0.2377, -4.4857], [0.7973, 0.7307, -6.0729], [1.9770, 0.2781, -4.8435], [2.2563, -4.4480, -3.2119], [1.2636, -5.7054, -3.9549], [0.5013, -4.4597, -2.9920], [4.7689, 0.7698, 6.0699], [3.4468, 0.8543, 5.2645], [2.9059, 2.2882, 5.2896], [2.2244, 2.6820, 6.5986], [1.1863, 1.6401, 7.0053], [1.7657, 0.2276, 7.0741], [2.4640, -0.1362, 5.8039], [1.5857, -0.4021, 4.9026], [2.7225, 0.1249, 8.2769], [0.6501, -0.7679, 7.3822], [3.8327, 0.5140, 3.8260], [4.8946, -0.2116, 6.5265], [5.6339, 0.9212, 5.4253], [4.8365, 1.5249, 6.8524], [2.1807, 2.4148, 4.4774], [3.7223, 2.9830, 5.0821], [2.9650, 2.8166, 7.3907], [1.7369, 3.6511, 6.4748], [0.7578, 1.9057, 7.9733], [0.3590, 1.6655, 6.2877], [3.2023, -0.8542, 8.3110], [2.1659, 0.2516, 9.2053], [3.5007, 0.8831, 8.2891], [-0.1632, -0.7182, 6.6594], [0.2231, -0.5520, 8.3607], [1.0306, -1.7904, 7.4003], [4.1964, -0.5118, 3.7458], [4.6244, 1.1832, 3.4918], [2.9997, 0.6385, 3.1333]],
  "forces_ev_per_angstrom": [[0.9, 0.4, -2.1], [0.0, -0.5, 3.6], [-1.4, -2.2, -1.7], [-1.0, 0.8, 0.4], [0.6, 0.2, 0.2], [1.6, -0.2, -2.0], [-0.7, -0.5, 1.1], [0.6, 0.3, -0.7], [-1.4, 1.2, -0.7], [-0.8, 0.5, 0.5], [1.7, -0.1, 0.5], [0.2, -1.5, 0.2], [-1.2, 0.2, 1.3], [0.9, 0.2, -0.2], [-0.1, -0.6, -0.5], [0.6, 0.7, 0.7], [-0.5, 1.3, -0.8], [0.7, -1.9, 0.2], [-0.9, 1.6, 0.3], [1.3, 0.8, 0.1], [0.2, -0.1, -0.2], [0.1, 0.1, -0.1], [-0.2, -0.2, -0.3], [0.2, 0.0, 0.0], [-0.2, 0.1, -0.3], [-0.3, -0.3, 0.0], [0.0, 0.3, 0.1], [0.3, -0.1, -0.2], [-0.3, 0.0, 0.1], [-0.4, -0.2, 0.0], [-0.1, 0.2, -0.1], [0.3, -0.1, 0.1], [0.0, 0.3, 0.0], [-0.1, -0.4, 0.0], [-0.4, 0.1, -0.2], [-0.1, -0.2, -0.2], [0.1, 0.2, 0.6], [0.1, -0.6, 0.2], [0.1, 0.2, -0.2], [1.2, -1.4, -0.7], [-0.5, 0.5, -0.1], [0.1, 0.0, 0.0], [-0.3, -0.4, 0.1], [0.9, 0.8, -1.4], [-2.3, -0.1, 0.3], [0.4, 0.5, 0.8], [0.1, -0.2, -0.1], [-0.1, 0.0, 0.6], [-0.2, 0.4, 0.5], [0.0, 0.0, 0.0], [-0.2, 0.0, 0.1], [0.0, 0.1, 0.0], [0.1, 0.1, 0.1], [0.2, 0.0, 0.1], [0.0, 0.0, 0.0], [0.0, 0.0, 0.0], [0.2, 0.1, 0.0], [0.1, 0.0, 0.1], [0.0, 0.0, 0.0], [-0.1, 0.1, 0.1], [0.0, 0.0, 0.1], [0.0, -0.1, 0.0], [0.0, -0.1, -0.1], [0.0, 0.0, 0.0], [0.0, 0.0, 0.0], [0.0, 0.0, -0.2], [0.1, 0.1, 0.0], [0.0, 0.0, 0.3], [1.9, 0.1, 0.2], [-0.6, 0.2, 0.2], [0.0, -0.1, 0.0], [0.1, 0.4, -0.4], [0.3, -0.4, 1.8], [-1.4, 1.6, -0.9], [-0.1, -0.8, -0.4], [0.3, 0.1, 0.0], [-0.2, -0.2, -0.5], [-0.5, -0.3, -0.3], [-0.1, 0.0, 0.0], [-0.1, 0.1, -0.1], [-0.1, -0.1, 0.0], [0.0, -0.1, 0.0], [0.1, -0.1, -0.1], [0.0, 0.0, 0.0], [0.0, 0.0, 0.0], [0.0, -0.2, 0.1], [0.0, -0.1, -0.1], [0.0, 0.0, 0.0], [-0.1, 0.0, -0.1], [0.0, 0.0, -0.1], [0.1, 0.0, -0.1], [0.1, 0.1, 0.0], [0.0, 0.0, 0.0], [0.0, 0.0, 0.0], [0.0, 0.0, 0.2], [-0.1, -0.1, 0.1]],
  "lowdin_spin": [-0.005, 0.003, 0.000, 0.002, 0.000, 0.000, 0.000, 0.000, 0.000, 0.000, 0.000, 0.000, 0.000, 0.000, 0.000, 0.000, 0.000, 0.000, 0.000, 0.000, 0.000, 0.000, 0.000, 0.000, 0.000, 0.000, 0.000, 0.000, 0.000, 0.000, 0.000, 0.000, 0.000, 0.000, 0.000, 0.000, 0.000, 0.000, 0.003, 0.027, 0.016, 0.001, 0.016, 0.029, 0.383, 0.516, 0.002, -0.001, -0.001, 0.002, 0.000, 0.000, 0.002, 0.001, 0.000, 0.001, 0.001, 0.003, 0.001, 0.000, 0.000, -0.001, 0.000, 0.000, 0.000, 0.000, 0.000, 0.003, 0.027, 0.015, 0.001, 0.016, 0.028, 0.373, 0.528, 0.002, -0.001, -0.001, 0.002, 0.000, 0.000, 0.002, 0.001, 0.000, 0.001, 0.001, 0.003, 0.001, 0.000, 0.000, -0.001, 0.000, 0.000, 0.000, 0.000, -0.001],
  "homo_energy_ev": [-10.39, -11.30],
  "homo_lumo_gap_ev": [5.669, 6.571],
  "total_charge": 1,
  "multiplicity": 3
}

---

Record 3
{
  "formula": "C25H22N2O2PtS2Se2",
  "method": "ωB97M-V with the def2-TZVPD basis set",
  "elements": ["Pt", "O", "C", "C", "C", "O", "C", "Se", "C", "Se", "H", "H", "H", "H", "H", "H", "H", "H", "H", "H", "S", "C", "C", "C", "C", "C", "C", "N", "C", "C", "C", "C", "C", "C", "C", "C", "N", "C", "C", "C", "C", "C", "S", "C", "H", "H", "H", "H", "H", "H", "H", "H", "H", "H", "H", "H"],
  "xyz": [[0.1517, -0.0623, 0.4247], [3.7672, -0.7191, 5.1869], [4.1211, -0.1990, 3.9259], [2.9818, -0.5494, 2.9420], [2.8963, -2.0817, 2.9270], [1.8589, -2.5057, 2.0414], [3.3902, 0.0449, 1.5851], [2.4514, -0.5609, -0.0308], [1.7125, 0.1203, 3.5118], [-0.0279, -0.4630, 2.8698], [4.4669, -0.5486, 5.8264], [5.0536, -0.6411, 3.5595], [4.2457, 0.8899, 3.9607], [2.6994, -2.4326, 3.9406], [3.8581, -2.4889, 2.6011], [1.8336, -3.4717, 1.9992], [4.4433, -0.1617, 1.3915], [3.2615, 1.1289, 1.6033], [1.7514, 1.1970, 3.3331], [1.6942, -0.0436, 4.5887], [-7.0150, -1.3427, -0.0579], [-7.3777, -2.9975, -0.0755], [-6.2551, -3.7754, -0.0624], [-5.0747, -3.0109, -0.0377], [-5.3014, -1.6534, -0.0325], [-4.3446, -0.5624, -0.0057], [-2.9555, -0.8075, 0.0175], [-2.0480, 0.1494, 0.0361], [-2.4346, 1.4446, 0.0294], [-3.7911, 1.8014, 0.0056], [-4.1495, 3.1908, -0.0046], [-3.2037, 4.1553, 0.0023], [-1.8096, 3.8208, 0.0226], [-0.7927, 4.7812, 0.0387], [0.5459, 4.4075, 0.0464], [0.8098, 3.0222, 0.0478], [-0.1400, 2.1118, 0.0541], [-1.4404, 2.4650, 0.0381], [1.6332, 5.3697, 0.0566], [1.5576, 6.7411, 0.0390], [2.8171, 7.3728, 0.0594], [3.8480, 6.4815, 0.0932], [3.2996, 4.8712, 0.0952], [-4.7375, 0.7728, -0.0045], [-8.4064, -3.3213, -0.0972], [-6.2863, -4.8544, -0.0731], [-4.0899, -3.4573, -0.0305], [-2.5847, -1.8248, 0.0048], [-5.2009, 3.4470, -0.0185], [-3.4819, 5.2012, -0.0080], [-1.0655, 5.8283, 0.0436], [1.8330, 2.6671, 0.0198], [0.6252, 7.2865, 0.0101], [2.9571, 8.4432, 0.0472], [4.9056, 6.6921, 0.1108], [-5.7889, 1.0291, -0.0147]],
  "forces_ev_per_angstrom": [[-1.3, 0.2, -0.9], [0.0, 0.0, 0.0], [0.0, 0.1, 0.0], [-0.3, -0.3, -0.1], [0.0, 0.1, 0.1], [-0.1, 0.2, -0.1], [0.2, -0.1, -0.1], [0.4, 0.0, 0.5], [0.1, -0.1, 0.2], [0.4, 0.1, -0.1], [0.0, 0.0, 0.0], [0.0, 0.0, 0.0], [0.0, 0.0, 0.0], [0.0, 0.0, 0.0], [0.0, 0.0, 0.0], [0.0, 0.1, 0.0], [0.0, 0.0, 0.0], [0.0, 0.0, 0.0], [-0.1, 0.0, 0.0], [-0.1, 0.0, 0.0], [0.5, 0.1, 0.0], [0.1, -0.2, 0.0], [-0.3, -0.1, 0.0], [0.3, 0.3, 0.0], [-0.6, -0.3, 0.0], [0.0, 0.5, 0.0], [-0.1, -0.2, -0.1], [0.7, 0.1, 0.4], [-0.4, 0.1, 0.0], [0.2, -0.1, 0.0], [0.1, 0.2, 0.0], [-0.2, 0.0, 0.0], [0.1, -0.2, 0.0], [0.2, -0.1, 0.0], [-0.3, -0.2, -0.1], [0.0, 0.4, -0.1], [0.2, -0.6, 0.4], [0.0, 0.4, 0.0], [0.5, 0.3, 0.0], [-0.3, -0.3, 0.0], [0.2, 0.0, 0.0], [0.0, 0.1, 0.0], [-0.3, 0.0, 0.0], [0.1, -0.3, 0.0], [0.0, 0.0, 0.0], [0.0, 0.0, 0.0], [0.0, 0.0, 0.0], [0.0, 0.0, 0.0], [0.0, 0.0, 0.0], [0.0, 0.0, 0.0], [0.0, 0.0, 0.0], [0.0, -0.1, 0.1], [0.0, 0.0, 0.0], [0.0, 0.0, 0.0], [0.0, 0.0, 0.0], [0.0, 0.0, 0.0]],
  "nbo_charge": [0.732, -0.730, -0.053, -0.113, -0.088, -0.743, -0.593, 0.441, -0.623, 0.511, 0.504, 0.190, 0.183, 0.223, 0.198, 0.513, 0.253, 0.247, 0.251, 0.283, 0.485, -0.369, -0.251, -0.190, -0.269, -0.053, 0.103, -0.515, 0.096, 0.020, -0.166, -0.168, -0.071, -0.085, -0.071, 0.087, -0.484, 0.206, -0.259, -0.181, -0.240, -0.370, 0.431, -0.127, 0.263, 0.247, 0.217, 0.214, 0.242, 0.243, 0.239, 0.207, 0.229, 0.252, 0.262, 0.242],
  "homo_energy_ev": [-12.83, -12.83],
  "homo_lumo_gap_ev": [6.771, 3.961],
  "total_charge": 2,
  "e_above_lowest_ev": 0.000,
  "multiplicity": 5
}

---

Record 4
{
  "formula": "C4H9N",
  "method": "ωB97M-V with the def2-TZVPD basis set",
  "elements": ["C", "C", "C", "C", "N", "H", "H", "H", "H", "H", "H", "H", "H", "H"],
  "xyz": [[-1.1468, -1.2204, 0.6503], [-0.5328, 0.1674, 0.9992], [0.2874, 0.3403, -0.1946], [0.1054, 1.4603, -1.0093], [1.4560, -0.3661, -0.4096], [-1.5270, -1.2787, -0.4391], [-0.4695, -2.0270, 0.7700], [-2.1101, -1.5031, 1.1483], [-1.2938, 0.9317, 0.9682], [-0.0492, -0.0172, 1.9768], [-0.5310, 2.1987, -0.6144], [0.5910, 1.5597, -1.9693], [1.2499, -1.4194, -0.1936], [1.6686, -0.3674, -1.4530]],
  "forces_ev_per_angstrom": [[-3.4, 0.0, -1.4], [-0.7, -2.7, 0.0], [1.7, 5.6, -2.3], [0.1, -3.0, 1.6], [-0.4, -4.5, -1.3], [1.0, 0.4, 1.4], [0.7, -0.7, 0.3], [1.0, 0.4, 0.3], [-0.1, 0.2, 0.5], [0.1, 0.8, -0.5], [-0.9, 0.9, -0.2], [0.2, 0.2, 0.1], [0.9, 2.3, -0.4], [-0.1, 0.2, 1.9]],
  "nbo_charge": [-0.611, -0.459, 0.207, -0.526, -0.792, 0.212, 0.195, 0.219, 0.228, 0.223, 0.192, 0.191, 0.348, 0.374],
  "homo_energy_ev": -7.99,
  "homo_lumo_gap_ev": 9.029,
  "total_charge": 0,
  "e_above_lowest_ev": 1.285,
  "multiplicity": 1
}

---

Number 1: total energy -1217.20700 Eh. Number 2: total energy -1829.27389 Eh. Number 3: total energy -6943.82911 Eh. Number 4: total energy -212.50394 Eh.